# 1
{
  "formula": "C10H13MnN2O4S4",
  "method": "ωB97M-V/def2-TZVPD",
  "elements": ["C", "H", "N", "H", "S", "H", "H", "H", "C", "Mn", "H", "H", "C", "C", "C", "H", "C", "H", "S", "H", "C", "H", "C", "S", "N", "O", "O", "C", "C", "H", "S", "O", "O", "H"],
  "positions_angstrom": [[0.1438, -0.7770, 2.5916], [0.4131, -4.4421, -0.0503], [-0.6300, 4.1411, -0.1591], [2.0094, 2.3307, 0.4542], [-0.9627, -0.4350, -2.1500], [0.6947, -3.2213, 5.6058], [-1.3990, 0.6585, 6.1245], [1.0314, -4.7527, 1.5838], [0.1522, 2.9995, -0.0407], [0.2219, -0.0485, -0.2284], [0.3078, 1.1524, 6.2141], [-1.4713, 3.9508, -0.6813], [0.1371, -1.2294, 4.9885], [1.0779, -4.0823, 0.7337], [0.7047, -2.6435, 1.0112], [-0.3610, 0.6610, 4.0825], [0.5402, -2.5623, 4.7631], [1.0285, -3.9997, 3.3196], [1.9651, 0.2272, -1.6797], [-0.5087, 0.5074, 7.6597], [0.7203, -2.9764, 3.4747], [-0.1507, 4.9782, -0.4484], [-0.0574, -0.3661, 3.9465], [2.5593, 0.2547, 0.2527], [1.4037, 3.1674, 0.3941], [-0.0341, 0.1087, 1.6953], [-0.3574, 1.9186, -0.3332], [-0.4302, 0.4323, 6.5775], [0.5291, -2.1369, 2.3539], [1.7341, 4.0708, 0.6757], [-2.0397, -0.5601, -0.4549], [0.5709, -1.9684, -0.0152], [-0.0319, -0.8938, 6.3012], [2.0916, -4.0819, 0.3299]],
  "forces_ev_per_a": [[-0.003, 0.050, -0.007], [0.012, 0.006, -0.010], [0.023, 0.026, 0.043], [-0.102, 0.039, 0.030], [-0.046, -0.001, -0.069], [-0.003, 0.004, 0.003], [0.000, 0.004, 0.001], [-0.016, -0.011, 0.002], [-0.119, 0.057, -0.191], [0.288, 0.027, -0.135], [-0.001, 0.003, 0.002], [-0.001, -0.012, 0.003], [-0.006, 0.028, 0.032], [-0.005, 0.005, -0.013], [-0.027, 0.040, 0.050], [-0.001, 0.004, 0.002], [0.012, -0.019, -0.024], [0.007, -0.002, -0.001], [-0.105, -0.008, -0.079], [-0.001, 0.000, 0.000], [-0.013, 0.000, 0.023], [-0.004, -0.007, 0.005], [0.007, -0.021, 0.001], [0.140, 0.060, 0.110], [0.181, -0.080, 0.004], [-0.201, -0.022, 0.093], [0.081, -0.036, 0.082], [0.000, -0.015, -0.013], [0.037, -0.063, -0.050], [-0.017, -0.006, 0.022], [-0.181, -0.020, 0.081], [0.051, -0.023, 0.001], [0.005, 0.002, -0.007], [0.008, -0.008, 0.010]],
  "spin_multiplicity": 2,
  "homo_energy_ev": [-3.04, -3.08],
  "charge": -1,
  "homo_lumo_gap_ev": [5.848, 5.891]
}



# 2
{
  "formula": "C20H38N2O4",
  "method": "ωB97M-V/def2-TZVPD",
  "elements": ["H", "H", "H", "C", "O", "C", "H", "H", "C", "H", "H", "H", "H", "H", "C", "O", "H", "H", "C", "H", "C", "H", "C", "H", "N", "C", "C", "H", "O", "H", "H", "H", "H", "H", "H", "H", "C", "H", "N", "H", "H", "H", "C", "C", "H", "C", "H", "C", "H", "C", "O", "H", "C", "H", "H", "H", "C", "H", "C", "H", "H", "C", "C", "H"],
  "positions_angstrom": [[1.3710, 2.3217, -6.5400], [0.7301, -2.7700, -2.5799], [0.1814, -1.5516, -3.7496], [1.1958, 3.4315, 2.9280], [-1.7518, -4.6305, 4.6022], [3.0144, -1.3218, 1.6800], [0.0172, 3.1542, -5.8353], [-2.2072, -2.4590, 3.3135], [3.7899, -0.7499, 0.4518], [-4.5959, 1.5832, -2.6967], [-4.6527, 0.4280, -1.3119], [0.2502, 0.8186, 1.2674], [3.7701, -2.5939, -0.6385], [0.2505, -4.5128, 6.1956], [-4.2392, 2.5144, -0.8081], [-4.9045, 3.5756, -0.6313], [-1.2541, -1.4815, 4.5374], [4.5629, -0.1060, 0.8667], [1.2552, 1.9324, 2.9066], [0.0099, 0.1813, 2.9643], [0.0264, 2.2320, -3.3949], [2.1397, 3.8592, 3.1500], [-0.3063, -1.1535, -1.6688], [-2.4119, 3.1466, 0.2182], [-2.2729, 1.0436, -3.9198], [1.8621, -2.0838, 1.1714], [0.0866, 1.0816, 2.3366], [2.6627, -0.4986, 2.3068], [-0.0877, -0.1615, -1.0308], [-1.3632, -2.9853, -0.9275], [1.9733, 2.3747, -4.1939], [0.2495, 1.8003, -2.4175], [0.4850, 3.6509, 3.7101], [-0.8008, 1.6674, 2.4108], [0.6240, -2.7580, 5.8449], [-2.2979, 1.8253, -0.9522], [-4.8743, 1.4205, -1.6677], [3.0720, -0.1661, -0.1829], [1.0698, -2.7859, 0.6647], [-0.0777, 1.4101, -6.1935], [4.9778, -1.4850, -1.3144], [1.2874, 0.7595, -4.4451], [-1.2803, 1.5856, -3.7111], [-0.1940, -3.5358, 6.0189], [-3.0295, 1.5193, 0.5929], [-1.1213, -3.5813, 4.8205], [0.8129, 3.8683, 2.0058], [-1.5735, -2.0165, -1.3971], [-2.0387, -2.1477, -2.3854], [0.6035, -1.6736, -2.7587], [2.2138, 1.3826, 3.3949], [3.7410, -1.9234, 2.2470], [-1.2730, -2.3780, 3.8920], [1.5440, -1.1671, -2.7101], [5.2357, -2.3362, 0.1919], [-0.4218, -2.3331, 3.2041], [0.5449, 2.2337, -5.8528], [-0.1807, 3.3357, -3.3730], [1.0527, 1.8625, -4.4274], [-5.9590, 1.4879, -1.6407], [-0.8313, -3.1956, 6.8289], [4.4919, -1.8140, -0.4094], [-2.9147, 2.2983, -0.2061], [-2.2394, -1.4295, -0.7515]],
  "forces_ev_per_a": [[0.302, 0.037, -0.262], [0.048, 0.812, -0.211], [-0.306, 0.064, -0.130], [-1.097, -0.418, -0.687], [1.113, 2.181, 0.371], [0.358, 0.351, -0.947], [-0.642, 0.813, -0.095], [0.438, 0.054, 0.325], [-0.240, 0.330, -0.585], [0.446, -0.274, -0.344], [0.598, -0.424, -0.166], [-0.012, 0.110, 0.679], [-0.151, -0.075, -0.444], [-0.236, 0.071, 0.138], [-3.518, 3.129, 0.052], [2.176, -2.801, -0.383], [-0.101, -0.109, -0.501], [-0.164, 0.419, -0.090], [-0.093, -0.723, -0.547], [0.002, 0.243, -0.425], [-1.641, -0.154, 0.215], [0.883, 0.218, 0.339], [-1.156, -1.767, 0.014], [-0.162, 0.594, 0.057], [0.159, 0.068, 0.000], [-1.145, -2.220, -0.893], [1.329, 0.339, 0.214], [0.074, -0.121, 0.020], [0.365, 0.916, 0.217], [0.206, 0.289, -0.252], [0.337, 0.205, 0.060], [0.303, 0.515, 0.212], [-0.298, 0.431, 0.349], [-0.912, 0.274, -0.065], [-1.007, -0.979, 0.393], [0.518, -0.243, -0.279], [-0.272, 0.526, 0.746], [0.695, -0.267, 0.614], [1.682, 1.893, 1.295], [-0.322, 0.248, -0.177], [-0.068, 0.442, -0.200], [-0.299, 1.072, 0.370], [0.228, 0.128, 0.074], [0.911, 1.567, -1.147], [0.069, 0.541, -0.537], [-1.132, -2.579, -1.036], [-0.141, -0.124, -0.054], [0.417, 1.071, -0.420], [-0.104, -0.238, 0.352], [-0.282, -0.997, 0.639], [0.293, -0.345, 0.122], [-0.676, -0.181, -0.006], [-0.104, -0.111, 0.858], [0.667, 0.238, 0.015], [0.253, 0.104, 0.080], [-0.056, -0.040, 0.101], [0.943, -1.239, 0.887], [0.455, -0.956, 0.218], [0.230, -0.774, -1.448], [-0.055, 0.427, 0.185], [0.178, -0.070, 0.464], [-0.652, -0.715, 1.149], [0.224, -1.531, 0.674], [0.141, -0.240, -0.168]],
  "smiles": "CC(C)=O.CC(C)=O.CC(C)=O.CC(C)=O.CCCC#N.CCCC#N",
  "homo_energy_ev": -9.39,
  "charge": 0,
  "homo_lumo_gap_ev": 9.783
}



# 3
{
  "formula": "C4H11N2O2",
  "method": "ωB97M-V/def2-TZVPD",
  "elements": ["H", "O", "C", "H", "H", "N", "O", "H", "C", "H", "H", "H", "H", "H", "H", "C", "N", "C", "H"],
  "positions_angstrom": [[-1.1384, -0.1732, -2.0538], [0.6447, -0.8186, -1.8881], [-0.4974, -0.6405, 1.4191], [-2.2846, 0.8394, -0.0373], [-0.2858, 0.2646, 2.0211], [1.8728, 0.4907, 0.9090], [2.9216, 1.0612, 0.8403], [1.3224, 1.0333, -0.8321], [-1.2126, 1.1419, -0.1829], [0.9719, -1.6155, -2.1642], [-0.8166, -2.0043, -1.0884], [-1.1337, 1.3723, -1.3047], [1.8941, -0.0913, 1.8030], [0.1958, -1.4218, 1.7306], [-1.5383, -0.8383, 1.7310], [-0.3585, -0.0632, -0.0216], [0.9900, 0.5018, -0.0103], [-0.6557, -0.9686, -1.2932], [-0.8918, 1.9303, 0.4223]],
  "forces_ev_per_a": [[-0.887, -3.151, 1.847], [-0.153, 1.579, -0.017], [-0.798, 1.462, 0.224], [0.930, 0.554, 0.049], [-0.004, -0.518, 0.276], [1.124, -1.287, 1.464], [0.712, 1.076, -0.767], [-0.143, -0.309, 0.434], [-1.990, -0.770, -2.646], [1.346, -3.118, -1.345], [-1.197, -0.389, -0.130], [-0.168, 0.586, 1.714], [-1.672, 0.251, -1.229], [-0.257, -0.277, -0.323], [0.520, -0.445, -0.603], [-1.452, -1.485, 2.170], [1.184, 0.414, -0.950], [2.860, 4.416, -1.114], [0.045, 1.411, 0.946]],
  "smiles": "CC(C)(CO)N[NH+]=O",
  "homo_energy_ev": -14.73,
  "charge": 1,
  "homo_lumo_gap_ev": 9.378
}



| no. | M (g/mol) |
| --- | --- |
| 1 | 408.43 |
| 2 | 370.53 |
| 3 | 119.14 |